No. 1
C47H44Br3IN10OSr | the ωB97M-V functional and the def2-TZVPD basis

Atoms and positions in Å:
Sr: -0.2235 -0.3069 0.3765
C: -0.1024 -0.2853 3.6375
N: 0.9150 -0.3208 2.5539
C: 2.1571 0.2890 2.9830
C: 3.0339 0.7663 1.8545
C: 4.3495 0.3372 1.7487
C: 5.1385 0.8409 0.7221
C: 4.5845 1.7662 -0.1438
C: 3.2593 2.1392 0.0498
N: 2.4923 1.6498 1.0138
C: 1.1246 -1.7477 2.0516
C: 2.1703 -1.9331 0.8959
C: 3.1473 -2.8902 1.0851
C: 4.0828 -3.1112 0.0771
C: 4.0150 -2.3548 -1.0732
C: 2.9896 -1.4204 -1.1862
N: 2.0824 -1.2232 -0.2460
C: -1.3350 -1.1483 3.4388
C: -1.7116 -2.0099 4.4542
C: -2.8643 -2.7704 4.2720
C: -3.5542 -2.6567 3.0806
C: -3.0690 -1.7919 2.1055
N: -1.9954 -1.0321 2.2912
H: -0.4202 0.7548 3.7344
H: 0.3803 -0.5965 4.5728
H: 2.7048 -0.3891 3.6548
H: 1.8803 1.1732 3.5670
H: 4.7422 -0.3892 2.4479
H: 6.1647 0.5152 0.6079
H: 5.1504 2.2008 -0.9568
H: 2.7952 2.8640 -0.6110
H: 0.1671 -2.1683 1.6831
H: 1.4394 -2.3889 2.8774
H: 3.1748 -3.4685 1.9981
H: 4.8512 -3.8633 0.2026
H: 4.7219 -2.4793 -1.8816
H: 2.8995 -0.8152 -2.0837
H: -1.1209 -2.0840 5.3573
H: -3.2046 -3.4474 5.0450
H: -4.4528 -3.2241 2.8840
H: -3.5625 -1.7013 1.1444
C: -2.0749 -0.5909 -4.6063
C: -1.7260 -1.9772 -4.1469
C: -1.8306 -3.0528 -5.0616
C: -1.5611 -4.3211 -4.6397
C: -1.2065 -4.5458 -3.2900
C: -0.9318 -5.8329 -2.7487
Br: -0.9873 -7.3726 -3.8542
C: -0.6217 -5.9737 -1.4283
C: -0.5715 -4.8513 -0.5925
Br: -0.1459 -5.1135 1.2398
C: -0.8267 -3.5486 -1.0259
O: -0.7840 -2.5337 -0.2564
C: -1.1376 -3.4153 -2.4467
N: -1.3694 -2.1563 -2.8960
H: -1.7247 -0.4020 -5.6223
H: -1.6543 0.1600 -3.9434
H: -3.1606 -0.4602 -4.5953
H: -2.1249 -2.8509 -6.0835
H: -1.6258 -5.1628 -5.3154
H: -0.4131 -6.9485 -1.0094
C: 1.9027 4.8434 3.9596
C: 1.2535 6.0559 3.2983
C: 2.1159 6.5955 2.1645
C: -0.1808 5.7453 2.8510
N: -0.2770 4.4968 2.1134
C: -0.6811 3.2779 2.4987
N: -0.4914 2.4378 1.5124
N: 0.0266 3.1721 0.5080
N: 0.1633 4.3926 0.8486
H: 2.8382 5.1274 4.4414
H: 2.1334 4.0717 3.2190
H: 1.2587 4.3990 4.7238
H: 1.1485 6.8432 4.0523
H: 2.1906 5.8786 1.3458
H: 3.1256 6.8023 2.5232
H: 1.7075 7.5221 1.7572
H: -0.5941 6.5262 2.2139
H: -0.8350 5.6414 3.7168
H: -1.1035 3.0523 3.4635
C: -2.2222 1.2284 -0.9108
C: -3.3961 0.8222 -0.2533
C: -3.8519 1.3804 0.9756
C: -4.9598 0.9145 1.6357
C: -5.7306 -0.1390 1.1208
C: -5.3373 -0.6812 -0.1216
C: -4.2195 -0.2278 -0.7696
C: -6.8338 -0.6606 1.8343
N: -7.7194 -1.0967 2.4355
H: -1.8103 2.1987 -0.6778
H: -2.1223 0.9094 -1.9402
H: -3.2940 2.2077 1.4043
H: -5.2529 1.3699 2.5757
H: -5.9265 -1.4777 -0.5611
H: -3.9327 -0.6792 -1.7139
Br: 1.7594 3.6983 -5.7624
C: 1.6323 1.8254 -5.5234
C: 2.0241 1.0157 -6.5838
C: 1.9536 -0.3596 -6.4677
C: 1.4863 -0.9280 -5.2877
C: 1.0999 -0.1152 -4.2391
C: 1.1674 1.2777 -4.3353
I: 0.5345 2.3845 -2.6905
H: 2.3784 1.4780 -7.4948
H: 2.2536 -0.9868 -7.2971
H: 1.4053 -2.0032 -5.1867
H: 0.6937 -0.5658 -3.3395

For the orbital gap, the calculation gives 5.46 eV. For the highest occupied orbital energy, the calculation gives -5.549 eV. The energy is -10490.7212 Eh. The energy above the lowest of the compared OMol25 structures with the same formula, charge and spin is 41.1 kcal per mole. As for the spin multiplicity: 1.

***

No. 2
C47H44F10NO4P2S4Sc | the ωB97M-V functional and the def2-TZVPD basis

Atoms and positions in Å:
Sc: -0.1959 0.1766 0.2178
O: 6.6676 1.2602 -0.1682
C: 5.5200 0.9267 -0.0539
S: 4.5738 0.1736 -1.3536
C: 3.0763 0.0279 -0.4572
C: 3.0677 0.4805 0.8100
S: 1.6818 0.4447 1.8791
S: 4.5585 1.1712 1.4164
S: 1.6920 -0.7060 -1.2448
C: -2.4013 0.8523 7.2912
C: -2.9126 2.0477 6.5011
C: -2.4571 3.3489 7.1391
C: -2.9759 4.5390 6.3570
C: -2.5191 4.4481 4.9306
C: -2.3159 5.5755 4.1724
C: -1.8911 5.4698 2.8496
F: -1.7118 6.6058 2.1566
C: -1.6520 4.2663 2.2581
C: -1.8502 3.1002 3.0131
C: -1.6032 1.8090 2.3848
O: -1.1955 1.7902 1.1862
C: -1.8709 0.6681 3.1725
C: -2.2842 0.8374 4.4712
N: -2.4617 2.0104 5.0757
C: -2.2774 3.1858 4.3449
C: -1.7406 -0.7502 2.6955
O: -2.1128 -1.6752 3.3915
O: -1.2194 -0.8823 1.5149
H: -2.6188 1.0223 8.3450
H: -1.3213 0.7464 7.1794
H: -2.8767 -0.0862 7.0153
H: -4.0074 2.0342 6.4784
H: -1.3644 3.3662 7.1878
H: -2.8272 3.3684 8.1644
H: -2.6390 5.4800 6.7918
H: -4.0703 4.5483 6.3909
H: -2.4781 6.5585 4.5955
H: -1.3096 4.1909 1.2368
H: -2.4755 -0.0560 5.0454
C: -2.5209 3.6788 -3.2720
C: -2.1008 2.9822 -1.9752
C: -3.3400 2.4299 -1.2661
P: -0.7124 1.7509 -2.0719
C: 0.8262 2.7811 -2.1633
C: 0.7916 4.0434 -3.0229
C: 1.2531 3.1594 -0.7458
C: -0.8162 0.8036 -3.6588
C: -2.2166 0.2161 -3.8707
C: -0.2990 1.4881 -4.9235
H: -3.2534 4.4559 -3.0419
H: -2.9987 2.9808 -3.9613
H: -1.6924 4.1499 -3.7949
H: -1.6646 3.7408 -1.3099
H: -3.8806 1.7194 -1.8945
H: -4.0312 3.2472 -1.0482
H: -3.0903 1.9367 -0.3274
H: 1.5703 2.0827 -2.5627
H: 0.1130 4.7879 -2.6011
H: 0.5018 3.8641 -4.0553
H: 1.7874 4.4914 -3.0300
H: 0.4973 3.7712 -0.2453
H: 2.1749 3.7443 -0.7799
H: 1.4638 2.2972 -0.1117
H: -0.1311 -0.0257 -3.4458
H: -3.0186 0.9209 -3.6574
H: -2.3805 -0.6701 -3.2585
H: -2.3335 -0.0915 -4.9115
H: -0.9062 2.3476 -5.2107
H: -0.3312 0.7736 -5.7489
H: 0.7339 1.8150 -4.8153
F: -1.3756 -5.1826 -7.1022
C: -1.5386 -3.8570 -6.9174
F: -0.5849 -3.2383 -7.6320
F: -2.7263 -3.5318 -7.4654
C: -1.4831 -3.4948 -5.4595
C: -0.3518 -2.8946 -4.9250
C: -0.3162 -2.5888 -3.5731
C: -1.3991 -2.8979 -2.7499
C: -2.5269 -3.5016 -3.2994
C: -2.5696 -3.7977 -4.6510
P: -1.2796 -2.3966 -1.0049
C: -2.9854 -2.5356 -0.3649
C: -3.5332 -3.7000 0.1604
C: -4.8171 -3.6988 0.6890
C: -5.5632 -2.5328 0.6814
C: -5.0343 -1.3633 0.1481
C: -3.7517 -1.3695 -0.3633
C: -6.9348 -2.4945 1.2920
F: -7.7960 -1.7842 0.5370
F: -7.4592 -3.7197 1.4530
F: -6.9171 -1.9097 2.5093
C: -0.3943 -3.8103 -0.2446
C: -0.4235 -3.9862 1.1410
C: 0.2837 -5.0209 1.7271
C: 1.0378 -5.8810 0.9415
C: 1.0804 -5.7142 -0.4315
C: 0.3622 -4.6853 -1.0214
C: 1.7607 -7.0306 1.5830
F: 2.8042 -7.4502 0.8474
F: 0.9444 -8.0956 1.7445
F: 2.2306 -6.7163 2.8029
H: 0.4911 -2.6545 -5.5580
H: 0.5621 -2.1064 -3.1573
H: -3.3821 -3.7292 -2.6755
H: -3.4500 -4.2602 -5.0780
H: -2.9608 -4.6174 0.1681
H: -5.2312 -4.6071 1.1047
H: -5.6203 -0.4533 0.1408
H: -3.3343 -0.4465 -0.7531
H: -0.9982 -3.3234 1.7690
H: 0.2537 -5.1473 2.8011
H: 1.6744 -6.3797 -1.0426
H: 0.4061 -4.5735 -2.0945

For the orbital gap, the calculation gives 5.93 eV. For the highest occupied orbital energy, the calculation gives -6.798 eV. The energy is -6208.3135 Eh. The energy above the lowest of the compared OMol25 structures with the same formula, charge and spin is 4.3 kcal per mole. As for the spin multiplicity: 1.

***

No. 3
C47H44N2O27 | the ωB97M-V functional and the def2-TZVPD basis

Atoms and positions in Å:
C: 2.2769 5.2151 1.0888
C: 3.1726 4.0401 1.5464
C: 4.4879 4.6254 2.0859
C: 3.4633 3.0702 0.3785
C: 3.3097 1.5675 0.6359
C: 3.3333 0.8318 -0.7057
N: 4.5830 0.9402 -1.4703
C: 4.4034 0.9484 1.5909
O: 4.6271 -0.2525 1.4048
O: 4.8765 1.7195 2.4310
C: 1.9494 1.3147 1.2689
C: 1.5369 2.2364 2.4394
C: 1.4669 1.4194 3.7347
C: 0.1436 2.8083 2.1532
N: 2.5113 3.3322 2.6747
O: 2.2077 4.0829 3.6609
H: 1.2365 5.0772 1.3725
H: 2.6054 6.1468 1.5498
H: 2.3453 5.3367 0.0071
H: 5.2965 3.9069 2.0027
H: 4.3518 4.9298 3.1198
H: 4.7521 5.5088 1.4947
H: 2.7765 3.3110 -0.4432
H: 4.4677 3.2738 0.0042
H: 2.5195 1.2333 -1.3228
H: 3.1235 -0.2247 -0.5364
H: 5.3520 1.1592 -0.8482
H: 4.5177 1.6968 -2.1382
H: 1.1784 1.3974 0.4900
H: 1.9451 0.2718 1.5982
H: 0.9231 1.9615 4.5063
H: 2.4724 1.1684 4.0688
H: 0.9215 0.4947 3.5351
H: -0.5466 1.9714 2.2513
H: -0.1114 3.6205 2.8329
H: 0.0768 3.1720 1.1271
C: 3.1923 7.8525 5.7205
C: 3.5716 8.1787 6.9621
C: 5.0065 8.5024 7.3158
O: 5.2222 8.8065 8.4784
C: 6.0137 8.4315 6.2841
C: 5.6396 8.0973 5.0391
C: 4.1968 7.8077 4.6774
O: 3.9791 7.5494 3.5118
O: 6.4652 7.9904 4.0160
O: 2.7480 8.2576 7.9993
H: 2.1716 7.6144 5.4575
H: 7.0393 8.6438 6.5502
H: 5.9154 7.7093 3.2542
H: 3.3071 8.5120 8.7601
C: -4.3012 -1.5985 0.4380
C: -3.7475 -0.9406 1.4658
C: -2.3028 -0.4890 1.4532
O: -1.9050 0.0377 2.4780
C: -1.4977 -0.7550 0.2822
C: -2.0486 -1.4248 -0.7424
C: -3.4881 -1.8916 -0.7198
O: -3.8926 -2.5152 -1.6886
O: -1.3979 -1.7620 -1.8428
O: -4.3783 -0.6431 2.5882
H: -5.3265 -1.9405 0.4448
H: -0.4636 -0.4321 0.2828
H: -2.0309 -2.2523 -2.4021
H: -3.7246 -0.1675 3.1422
C: -1.7962 -4.6936 3.5128
C: -1.5789 -4.8854 4.8211
C: -0.5208 -4.1206 5.5911
O: -0.4387 -4.3821 6.7802
C: 0.2962 -3.1655 4.8884
C: 0.0867 -2.9702 3.5746
C: -0.9877 -3.7214 2.8104
O: -1.1114 -3.4479 1.6296
O: 0.7817 -2.1249 2.8465
O: -2.2508 -5.7423 5.5719
H: -2.5521 -5.2314 2.9582
H: 1.0573 -2.6314 5.4392
H: 0.4414 -2.1674 1.9327
H: -1.8737 -5.6515 6.4717
C: -5.4051 -3.4692 -7.8072
C: -6.1986 -2.7139 -7.0356
C: -5.8708 -2.4397 -5.5893
O: -6.6271 -1.7202 -4.9560
C: -4.6836 -3.0054 -5.0060
C: -3.8811 -3.7609 -5.7701
C: -4.1970 -4.0332 -7.2299
O: -3.3896 -4.7191 -7.8263
O: -2.7619 -4.3223 -5.3554
O: -7.3223 -2.1425 -7.4441
H: -5.6227 -3.6751 -8.8456
H: -4.4959 -2.7774 -3.9646
H: -2.3742 -4.8077 -6.1191
H: -7.6760 -1.6597 -6.6710
C: -2.9590 1.0888 -3.1972
C: -4.2465 0.7366 -3.3252
C: -5.2298 0.8348 -2.1773
O: -6.3794 0.5131 -2.4123
C: -4.7457 1.2875 -0.8891
C: -3.4542 1.6313 -0.7600
C: -2.4854 1.5725 -1.9227
O: -1.3485 1.9401 -1.7009
O: -2.9040 2.0490 0.3658
O: -4.7458 0.2524 -4.4467
H: -2.2519 1.0213 -4.0122
H: -5.4460 1.3327 -0.0670
H: -1.9585 2.2190 0.1707
H: -5.6984 0.0682 -4.3149
C: 1.9758 -7.1083 -4.8513
C: 1.0870 -6.2625 -5.3950
C: -0.0757 -6.7460 -6.2378
O: -0.8324 -5.8924 -6.6719
C: -0.2220 -8.1598 -6.4852
C: 0.6688 -9.0035 -5.9432
C: 1.8207 -8.5252 -5.0817
O: 2.5515 -9.3925 -4.6381
O: 0.6392 -10.3145 -6.0954
O: 1.1376 -4.9522 -5.2487
H: 2.8054 -6.7721 -4.2459
H: -1.0473 -8.4914 -7.0989
H: 1.4008 -10.6602 -5.5858
H: 0.3798 -4.5773 -5.7363

For the orbital gap (spin up / spin down), the calculation gives 4.09 / 4.17 eV. For the highest occupied orbital energy (spin up / spin down), the calculation gives -4.613 / -4.698 eV. The energy is -3958.3996 Eh. The total charge is -1. The expectation value of S² is 0.754. As for the spin multiplicity: 2.

***

No. 4
C47H44NO3PbS5 | the ωB97M-V functional and the def2-TZVPD basis

Atoms and positions in Å:
Pb: -1.9006 -1.5594 -1.3110
C: 6.2777 -4.1834 0.2942
C: 4.9930 -3.5576 -0.1557
C: 4.9635 -2.8514 -1.3738
C: 3.8193 -2.1970 -1.8086
C: 2.6896 -2.2248 -1.0342
C: 2.6701 -2.9285 0.1602
C: 3.8190 -3.6039 0.5542
S: 1.4110 -1.1070 -1.5413
O: 0.2013 -1.3957 -0.5823
C: 2.1084 0.4321 -1.0471
C: 2.9871 0.4985 0.0638
C: 3.3641 1.7472 0.4682
C: 2.9394 2.9165 -0.2240
C: 3.3525 4.1916 0.2379
C: 2.9635 5.3051 -0.4377
C: 2.1229 5.1949 -1.5589
C: 1.7228 3.9918 -2.0377
C: 2.1171 2.8177 -1.3821
C: 1.6456 1.5364 -1.7285
C: 0.5546 1.3573 -2.7211
C: 0.8423 1.2922 -4.1005
C: 2.1561 1.4112 -4.5912
C: 2.4006 1.2607 -5.9406
C: 1.3804 0.8706 -6.8371
C: 0.0781 0.7909 -6.4013
C: -0.2020 1.0093 -5.0291
C: -1.5280 0.9710 -4.5250
C: -1.8224 1.0813 -3.1954
C: -0.7566 1.2756 -2.2820
S: -1.0254 1.4110 -0.5067
O: -2.2456 0.4492 -0.2941
C: -1.5851 3.0485 -0.2725
C: -0.7573 3.8297 0.5225
C: -0.9793 5.1842 0.6554
C: -2.0793 5.7777 0.0508
C: -2.3803 7.2203 0.2045
C: -2.9112 4.9588 -0.7340
C: -2.6553 3.6243 -0.9267
H: 6.6949 -4.7357 -0.5410
H: 6.1492 -4.9108 1.0829
H: 7.0039 -3.4254 0.6236
H: 5.8736 -2.8034 -1.9755
H: 3.8252 -1.6222 -2.7167
H: 1.7692 -2.9887 0.7571
H: 3.7632 -4.1776 1.4738
H: 3.3665 -0.3749 0.5674
H: 3.9873 1.9036 1.3409
H: 4.0284 4.2443 1.0645
H: 3.2931 6.2863 -0.1461
H: 1.8128 6.0958 -2.0887
H: 1.0883 3.9304 -2.9176
H: 2.9746 1.6235 -3.9095
H: 3.4187 1.3783 -6.2910
H: 1.5901 0.6993 -7.8617
H: -0.7153 0.5061 -7.0831
H: -2.3133 0.8626 -5.2374
H: -2.8420 1.1261 -2.8522
H: 0.0874 3.3769 1.0020
H: -0.3236 5.7848 1.2657
H: -1.9200 7.6842 1.0819
H: -3.4687 7.3651 0.3094
H: -2.0440 7.8053 -0.6572
H: -3.7906 5.3887 -1.2381
H: -3.2901 3.0229 -1.5588
S: -3.8230 -2.0611 1.9088
C: -3.0469 -3.5872 1.3871
N: -2.2890 -3.6745 0.3450
C: -1.8930 -4.9997 0.1099
C: -1.1190 -5.4890 -0.9406
C: -0.9745 -6.8542 -1.0841
C: -1.5146 -7.7557 -0.1596
C: -2.1749 -7.2722 0.9695
C: -2.3873 -5.9139 1.0724
S: -3.3425 -5.0599 2.2322
H: -0.6778 -4.8085 -1.6649
H: -0.3920 -7.1964 -1.9229
H: -1.3650 -8.8292 -0.2515
H: -2.5400 -7.9700 1.7220
C: -4.4725 -1.4589 5.4368
C: -3.4989 -2.5955 5.1516
C: -2.1822 -2.1920 4.5496
S: -2.2033 -1.3327 2.9626
O: -0.9275 -1.6344 2.3514
C: -2.6550 0.4200 3.0454
C: -1.4083 1.2848 3.2383
C: -0.7170 1.2439 4.5806
H: -5.3391 -1.7902 5.9840
H: -4.8596 -0.9792 4.5367
H: -4.0146 -0.6827 6.0603
H: -4.0065 -3.3795 4.5944
H: -3.2654 -3.0674 6.1018
H: -1.4561 -2.9983 4.2926
H: -1.6569 -1.4319 5.1725
H: -3.4359 0.5062 3.8154
H: -3.0906 0.6520 2.0658
H: -1.7313 2.3299 3.0282
H: -0.7426 1.0498 2.3917
H: -1.4109 1.4231 5.3857
H: 0.0911 1.9561 4.6343
H: -0.2477 0.2554 4.7709

For the orbital gap, the calculation gives 6.94 eV. For the highest occupied orbital energy, the calculation gives -15.050 eV. The energy is -4280.7823 Eh. The energy above the lowest of the compared OMol25 structures with the same formula, charge and spin is 0.0 kcal per mole. The total charge is +3. As for the spin multiplicity: 1.